# C6H7NO

An isolated molecule of C6H7NO at a distorted geometry (the ωB97M-V functional and the def2-TZVPD basis, the OMol25 dataset).

Each line ends with the Mulliken charge.
Geometry (Å):
C  -0.301  -0.487  -1.815  -0.418
C  -0.070  -1.648  -1.301  -1.112
C  0.450  0.107  0.283  -0.510
C  -0.705  2.036  -1.076  -0.675
C  -0.376  0.635  -0.829  0.873
C  -0.079  -2.039  1.315  -0.332
N  0.081  -1.305  0.231  0.356
O  -1.686  1.187  -0.481  -0.466
H  -0.467  -0.151  -2.739  0.499
H  1.585  0.221  0.024  0.204
H  0.094  0.519  1.274  0.389
H  -0.168  2.832  -0.613  0.266
H  -0.801  2.191  -2.084  0.309
H  -0.200  -3.066  1.165  0.316
H  0.298  -1.639  2.174  0.301

Results
* charge: 0
* relative energy (zero: lowest compared OMol25 entry of this formula, charge and spin): 131.3 kcal per mole
* Kohn-Sham gap (alpha / beta): 7.5 / 7.5 eV

# C6H11CuO2

A structure of composition C6H11CuO2 at a distorted geometry (the ωB97M-V functional and the def2-TZVPD basis, the OMol25 dataset).

Each line ends with the Mulliken charge.
Geometry (Å):
O  0.253  3.421  -0.236  -0.524
C  -0.021  2.340  0.242  -0.011
C  0.882  1.147  0.223  0.246
C  0.804  0.331  1.480  -0.145
C  1.854  -0.038  2.214  -0.750
H  -1.027  2.174  0.695  0.275
H  1.909  1.460  -0.010  0.300
H  0.495  0.526  -0.627  -0.194
H  -0.193  -0.037  1.750  0.231
H  2.871  0.254  1.940  0.279
H  1.755  -0.781  3.008  0.252
C  -1.972  -0.804  -0.650  -0.683
C  -0.688  -1.579  -0.948  -0.145
O  -0.160  -0.770  -1.996  -0.478
Cu  0.453  -1.767  -3.673  -0.578
H  -1.825  -0.125  0.205  -0.068
H  -1.582  -0.095  -1.716  0.185
H  -2.838  -1.467  -0.491  0.324
H  -0.952  -2.585  -1.348  0.287
H  -0.018  -1.605  -0.062  0.200

Results
* multiplicity: 2
* charge: -1
* relative energy (zero: lowest compared OMol25 entry of this formula, charge and spin): 0.0 kcal per mole
* Kohn-Sham gap (alpha / beta): 5.2 / 7.6 eV
* <S²>: 0.75

# C51H60F5NO3SSiZn

A structure of composition C51H60F5NO3SSiZn (the ωB97M-V functional and the def2-TZVPD basis, the OMol25 dataset).

Each line ends with the Mulliken charge.
Geometry (Å):
Zn  0.464  -0.595  -0.553  -1.093
C  -3.212  -1.703  5.626  -1.746
C  -3.861  -1.382  4.272  2.297
C  -5.096  -2.277  4.087  -1.776
C  -4.336  0.072  4.311  -2.279
C  -2.855  -1.632  3.142  -0.734
C  -2.446  -0.614  2.279  -0.106
C  -1.526  -0.847  1.254  0.973
N  -1.094  0.075  0.341  0.636
C  -0.949  1.448  0.523  -1.510
C  -1.995  2.317  0.794  0.334
C  -1.790  3.695  0.893  -0.229
C  -0.496  4.157  0.722  -0.482
C  0.598  3.331  0.422  -0.383
C  0.378  1.952  0.271  1.825
O  1.336  1.098  -0.104  -0.213
C  1.962  4.031  0.258  2.708
C  1.892  4.998  -0.936  -1.634
C  3.146  3.088  0.017  -1.867
C  2.284  4.823  1.537  -2.038
C  -2.930  4.683  1.160  2.264
C  -4.296  3.994  1.140  -2.046
C  -2.739  5.339  2.535  -1.748
C  -2.944  5.771  0.079  -1.723
C  -0.925  -2.154  1.131  -0.041
O  0.056  -2.341  0.228  -1.517
C  -1.359  -3.183  1.977  -0.592
C  -2.326  -2.902  2.960  -0.126
C  -0.749  -4.588  1.852  2.730
C  -0.926  -5.109  0.416  -1.386
C  0.746  -4.525  2.195  -1.302
C  -1.399  -5.600  2.796  -2.569
H  -3.907  -1.497  6.450  0.450
H  -2.316  -1.094  5.766  0.359
H  -2.914  -2.752  5.681  0.314
H  -5.820  -2.110  4.894  0.464
H  -4.821  -3.333  4.085  0.291
H  -5.579  -2.056  3.133  0.375
H  -5.059  0.199  5.123  0.497
H  -4.821  0.355  3.375  0.415
H  -3.504  0.757  4.483  0.424
H  -2.834  0.390  2.377  0.259
H  -2.983  1.884  0.876  0.655
H  -0.317  5.223  0.813  0.165
H  1.580  4.463  -1.836  0.075
H  2.872  5.453  -1.122  0.482
H  1.170  5.800  -0.761  0.361
H  3.023  2.522  -0.904  -0.237
H  3.253  2.366  0.827  0.519
H  4.060  3.692  -0.049  0.445
H  1.535  5.589  1.744  0.336
H  3.259  5.317  1.443  0.453
H  2.319  4.147  2.395  0.385
H  -4.373  3.235  1.923  0.242
H  -4.475  3.509  0.177  0.377
H  -5.085  4.734  1.306  0.490
H  -2.771  4.580  3.322  0.313
H  -3.527  6.077  2.731  0.476
H  -1.771  5.842  2.595  0.259
H  -3.059  5.315  -0.906  0.237
H  -2.015  6.345  0.072  0.275
H  -3.775  6.468  0.239  0.490
H  -2.660  -3.702  3.611  0.310
H  -0.471  -4.415  -0.290  0.018
H  -1.990  -5.199  0.180  0.340
H  -0.459  -6.096  0.305  0.457
H  1.240  -3.816  1.537  -0.010
H  1.212  -5.514  2.085  0.466
H  0.880  -4.189  3.228  0.271
H  -2.469  -5.701  2.598  0.412
H  -1.266  -5.318  3.844  0.408
H  -0.932  -6.579  2.648  0.475
C  4.281  -7.100  -1.872  -0.397
C  2.901  -7.042  -1.999  -0.739
C  2.261  -5.817  -2.119  -0.134
C  2.982  -4.622  -2.101  0.177
C  4.373  -4.696  -1.988  0.089
C  5.013  -5.919  -1.871  -0.882
C  2.265  -3.347  -2.288  -0.484
C  2.532  -2.144  -1.779  -0.063
C  3.430  -1.780  -0.659  1.402
C  3.867  -0.463  -0.519  0.039
C  4.660  -0.092  0.557  -0.737
C  5.014  -1.030  1.515  -0.783
C  4.555  -2.338  1.400  -1.157
C  3.763  -2.707  0.329  0.034
H  4.783  -8.055  -1.780  0.379
H  2.317  -7.954  -2.001  0.385
H  1.181  -5.771  -2.206  0.326
H  4.951  -3.780  -1.997  0.447
H  6.093  -5.952  -1.785  0.391
H  1.408  -3.387  -2.953  0.469
H  3.543  0.289  -1.226  -0.221
H  4.968  0.941  0.659  0.478
H  5.612  -0.738  2.370  0.406
H  4.787  -3.065  2.169  0.401
H  3.369  -3.711  0.271  0.441
F  -3.446  6.432  -4.629  -0.371
C  -3.000  5.204  -4.282  0.721
C  -3.884  4.182  -4.001  0.187
F  -5.210  4.424  -4.080  -0.355
C  -3.422  2.931  -3.637  0.123
F  -4.354  1.997  -3.384  -0.405
C  -2.058  2.599  -3.555  0.513
S  -1.503  1.020  -3.160  -0.375
C  -1.205  3.684  -3.826  -0.247
F  0.127  3.513  -3.778  -0.314
C  -1.649  4.940  -4.187  -0.071
F  -0.767  5.927  -4.453  -0.368
C  2.148  1.449  -3.581  -0.326
Si  2.165  -0.387  -3.794  0.811
C  0.982  -0.992  -5.080  -1.087
C  3.897  -0.940  -4.264  -1.234
O  1.826  -1.051  -2.263  -0.197
H  2.124  1.935  -4.562  0.569
H  3.031  1.800  -3.041  0.285
H  1.252  1.753  -3.034  -0.419
H  1.345  -0.707  -6.073  0.386
H  -0.005  -0.547  -4.915  0.177
H  0.874  -2.080  -5.053  0.286
H  4.203  -0.385  -5.157  0.439
H  3.951  -2.008  -4.489  0.275
H  4.621  -0.725  -3.470  0.315

Results
* charge: -2
* relative energy (zero: lowest compared OMol25 entry of this formula, charge and spin): 0.0 kcal per mole
* Kohn-Sham gap: 4.7 eV

# C4H10O4

A cluster of 2 separate species, C4H10O4 in total at a distorted geometry (the ωB97M-V functional and the def2-TZVPD basis, the OMol25 dataset).

Each line ends with the Mulliken charge.
Geometry (Å):
O  -0.844  2.881  0.384  -0.548
C  -0.804  1.976  1.173  0.463
O  -1.336  2.167  2.440  -0.458
C  -0.145  0.611  1.135  -0.370
C  1.067  0.638  0.185  -0.424
C  1.060  -0.541  -0.792  -0.558
O  2.332  -0.608  -1.459  -0.556
H  -2.024  2.831  2.339  0.337
H  0.067  0.295  2.147  0.327
H  -0.884  -0.040  0.656  0.232
H  2.043  0.644  0.671  0.325
H  1.097  1.565  -0.401  0.320
H  0.310  -0.601  -1.584  0.329
H  1.055  -1.429  -0.155  0.277
H  2.325  -0.031  -2.220  0.304
O  -1.807  -3.355  -1.133  -0.637
H  -1.059  -3.795  -1.554  0.321
H  -2.455  -3.208  -1.833  0.316

Results
* charge: 0
* relative energy (zero: lowest compared OMol25 entry of this formula, charge and spin): 14.3 kcal per mole
* Kohn-Sham gap: 11.0 eV

# C3H11N3

A cluster of 2 separate species, C3H11N3 in total at a distorted geometry (the ωB97M-V functional and the def2-TZVPD basis, the OMol25 dataset).

Each line ends with the Mulliken charge.
Geometry (Å):
C  1.805  -0.086  1.502  -0.217
N  1.708  -1.115  0.777  -0.468
C  2.066  -0.930  -0.614  -0.695
H  1.799  -0.199  2.580  0.289
H  2.142  0.872  1.094  0.267
H  2.562  -1.805  -1.026  0.291
H  1.243  -0.718  -1.303  0.208
H  2.790  -0.111  -0.724  0.320
N  -1.410  -0.653  0.078  -0.634
C  -1.495  0.781  -0.192  -0.362
N  -2.669  1.296  -0.877  -0.555
H  -2.080  -0.816  0.809  0.254
H  -0.458  -0.881  0.318  0.242
H  -0.604  1.119  -0.725  0.328
H  -1.395  1.352  0.755  0.250
H  -3.457  0.736  -0.576  0.227
H  -2.547  1.158  -1.877  0.254

Results
* charge: 0
* relative energy (zero: lowest compared OMol25 entry of this formula, charge and spin): 41.9 kcal per mole
* Kohn-Sham gap: 10.2 eV

# C15H19AsN11OS3Tc

A structure of composition C15H19AsN11OS3Tc at a distorted geometry (the ωB97M-V functional and the def2-TZVPD basis, the OMol25 dataset).

Each line ends with the Mulliken charge.
Geometry (Å):
Tc  0.735  -0.569  0.432  0.456
N  2.368  -1.599  4.312  -0.372
C  1.787  -1.050  3.240  0.748
S  2.669  -1.098  1.723  -0.593
N  0.625  -0.487  3.319  -1.190
N  0.115  0.076  2.194  0.795
C  -0.932  0.843  2.493  -0.882
C  -1.489  1.937  1.794  1.440
C  -2.555  2.622  2.430  -1.070
C  -3.055  3.789  1.919  -0.300
C  -2.466  4.327  0.769  -0.852
C  -1.454  3.617  0.176  0.017
N  -1.014  2.442  0.632  -0.235
H  3.309  -1.946  4.239  0.201
H  1.945  -1.489  5.219  0.239
H  -1.313  0.708  3.501  0.352
H  -2.954  2.195  3.335  0.417
H  -3.885  4.289  2.391  0.464
H  -2.804  5.255  0.340  0.436
H  -0.967  3.978  -0.720  0.450
S  0.069  1.595  -0.865  0.181
C  -1.444  1.200  -1.691  0.359
C  -2.706  1.230  -1.133  0.399
N  -3.756  1.235  -0.654  -0.824
C  -1.047  0.842  -2.958  0.652
S  0.675  0.975  -2.962  -0.385
C  -1.860  0.444  -4.019  0.002
N  -2.555  0.105  -4.866  -0.376
N  -4.288  -0.982  0.897  -0.553
N  -3.127  -1.598  0.690  0.948
N  -2.929  -2.873  0.898  -1.121
C  -1.634  -3.016  0.658  -0.369
N  -1.083  -1.851  0.315  -0.706
N  -2.049  -0.956  0.341  0.879
H  -5.084  -1.605  0.852  0.291
H  -4.359  -0.094  0.371  0.305
H  -1.118  -3.948  0.732  0.484
C  3.758  0.451  -1.631  -0.972
As  3.028  -1.326  -1.949  0.565
C  4.272  -2.619  -1.187  -1.043
C  2.966  -1.747  -3.848  -0.962
O  1.521  -1.522  -1.284  -0.555
H  4.777  0.472  -2.008  0.440
H  3.767  0.628  -0.553  0.328
H  3.166  1.216  -2.131  0.356
H  5.215  -2.571  -1.731  0.414
H  3.840  -3.617  -1.286  0.345
H  4.450  -2.398  -0.135  0.344
H  3.987  -1.837  -4.221  0.392
H  2.438  -0.976  -4.410  0.307
H  2.448  -2.701  -3.971  0.357

Results
* multiplicity: 4
* charge: +1
* relative energy (zero: lowest compared OMol25 entry of this formula, charge and spin): 78.0 kcal per mole
* Kohn-Sham gap (alpha / beta): 6.7 / 6.0 eV
* <S²>: 3.97

# C24H61AlCl2N5O7S

A structure of composition C24H61AlCl2N5O7S (the ωB97M-V functional and the def2-TZVPD basis, the OMol25 dataset).

Each line ends with the Mulliken charge.
Geometry (Å):
C  -3.818  -1.623  3.147  -1.000
C  -3.305  -1.938  1.744  -0.366
S  -3.626  -0.571  0.596  -0.138
C  -1.952  -0.014  0.115  -0.748
Al  -1.149  1.366  1.349  -0.460
C  -2.282  3.021  1.459  -0.588
C  -3.078  3.123  2.758  -0.572
O  -4.164  2.204  2.792  -0.464
O  -1.152  0.660  3.073  -0.222
N  -0.630  -0.562  3.128  0.312
O  -0.214  -0.853  4.204  -0.533
C  0.771  1.927  0.868  -0.328
Cl  1.942  1.252  2.064  -0.202
C  1.206  1.656  -0.548  0.285
C  1.170  0.198  -0.955  -1.278
Cl  2.958  2.252  -0.814  -0.380
H  -3.795  -2.507  3.786  0.375
H  -3.203  -0.858  3.616  0.094
H  -4.837  -1.241  3.093  0.320
H  -3.840  -2.807  1.364  0.399
H  -2.239  -2.147  1.777  0.215
H  -1.339  -0.904  -0.031  0.367
H  -2.093  0.411  -0.882  0.500
H  -2.980  3.088  0.621  0.331
H  -1.620  3.894  1.432  0.374
H  -2.416  2.961  3.612  0.208
H  -3.498  4.128  2.875  0.393
H  -3.917  1.432  3.299  0.241
H  0.809  3.006  1.019  0.530
H  0.636  2.307  -1.205  0.331
H  0.198  -0.019  -1.396  0.230
H  1.904  -0.015  -1.724  0.607
H  1.347  -0.472  -0.121  0.082
C  4.936  7.384  -2.086  -1.481
C  4.831  5.872  -1.902  0.404
C  5.587  5.069  -2.970  -0.608
O  4.953  5.008  -4.234  -0.381
C  5.162  6.124  -5.071  -0.658
N  3.424  5.494  -1.802  -0.569
H  4.285  7.738  -2.885  0.278
H  4.628  7.891  -1.172  0.370
H  5.960  7.690  -2.315  0.344
H  5.302  5.625  -0.945  0.409
H  5.653  4.033  -2.630  0.318
H  6.616  5.441  -3.086  0.403
H  6.166  6.541  -4.939  0.299
H  4.422  6.909  -4.897  0.229
H  5.059  5.784  -6.102  0.252
H  3.361  4.505  -1.559  0.125
H  3.020  5.555  -2.733  0.325
C  -8.578  4.541  5.542  -1.457
C  -7.795  4.162  4.288  0.334
C  -6.285  4.403  4.393  -0.276
O  -5.899  5.764  4.284  -0.397
C  -5.997  6.522  5.469  -0.690
N  -8.388  4.845  3.134  -0.760
H  -8.704  5.620  5.628  0.272
H  -9.575  4.102  5.508  0.361
H  -8.078  4.180  6.443  0.340
H  -7.922  3.086  4.135  0.405
H  -5.800  3.888  3.562  -0.001
H  -5.878  3.968  5.315  0.440
H  -5.763  5.916  6.350  0.322
H  -6.990  6.965  5.591  0.224
H  -5.272  7.333  5.401  0.264
H  -7.944  4.505  2.286  0.300
H  -8.119  5.823  3.186  0.312
C  3.860  -2.714  0.276  -1.370
C  3.038  -3.486  -0.753  0.292
C  3.669  -4.811  -1.196  -0.388
O  4.754  -4.684  -2.100  -0.405
C  6.004  -4.398  -1.509  -0.684
N  2.746  -2.599  -1.879  -0.473
H  4.712  -2.211  -0.183  0.268
H  3.249  -1.943  0.744  0.259
H  4.231  -3.375  1.063  0.362
H  2.084  -3.744  -0.282  0.331
H  2.906  -5.380  -1.735  0.083
H  3.971  -5.414  -0.327  0.420
H  6.105  -4.887  -0.534  0.306
H  6.162  -3.324  -1.388  0.240
H  6.777  -4.783  -2.175  0.265
H  2.102  -3.059  -2.517  0.251
H  3.598  -2.481  -2.422  0.262
C  1.829  -8.440  -2.011  -1.427
C  0.575  -7.931  -2.714  0.296
C  -0.083  -8.971  -3.630  -0.698
O  0.579  -9.181  -4.862  -0.378
C  1.678  -10.069  -4.819  -0.639
N  0.893  -6.687  -3.419  -0.546
H  2.690  -8.468  -2.679  0.307
H  2.089  -7.780  -1.184  0.303
H  1.678  -9.443  -1.606  0.394
H  -0.161  -7.693  -1.939  0.345
H  -1.079  -8.607  -3.898  0.352
H  -0.217  -9.927  -3.106  0.398
H  1.510  -10.876  -4.099  0.296
H  2.609  -9.553  -4.571  0.238
H  1.785  -10.504  -5.812  0.253
H  0.039  -6.286  -3.793  0.272
H  1.442  -6.930  -4.240  0.253

Results
* charge: -1
* Kohn-Sham gap: 6.6 eV

no.,E (eV)
1,-9866.965
2,-55131.527
3,-142217.180
4,-12499.987
5,-7758.269
6,-129834.281
7,-90136.950